[1]
DFT (ωB97M-V with the def2-TZVPD basis set) results for a cluster of 2 separate species, C6H16P2 in total at a distorted geometry.

```
24
Properties=species:S:1:pos:R:3
C 0.50 -0.56 1.87
P 0.52 -0.96 0.09
C -1.20 -1.07 -0.29
C 1.71 -1.95 -1.09
C 1.49 -1.70 -2.55
H -0.08 -1.08 2.67
H 1.57 -0.51 2.26
H 0.91 0.21 -0.57
H -1.20 -2.11 -0.55
H -1.34 -0.32 -1.06
H -1.42 -0.31 0.52
H 2.69 -1.42 -0.74
H 1.89 -3.05 -1.11
H 1.78 -0.66 -2.90
H 2.21 -2.43 -3.00
H 0.53 -2.04 -2.82
C -0.83 2.70 -0.22
P -0.12 2.33 1.16
C -1.61 2.26 2.31
H -0.27 2.98 -1.10
H -1.88 3.01 -0.32
H -1.61 1.39 2.99
H -1.83 3.21 2.95
H -2.41 2.07 1.52
```

frontier orbital gap	8.00	eV
relative energy (zero: lowest compared OMol25 entry of this formula, charge and spin)	532.9	kJ/mol
highest occupied orbital energy	-7.185	eV
SMILES	C=[P@H](C)CC.C=PC

***

[2]
DFT (ωB97M-V with the def2-TZVPD basis set) results for a cluster of 4 separate species, C24H35NO8 in total at a distorted geometry.

```
68
Properties=species:S:1:pos:R:3
C 4.33 -0.84 -0.53
N 4.32 -0.29 -1.94
C 3.69 1.10 -2.00
C 2.12 1.13 -1.46
C 1.50 2.33 -0.49
C -0.06 2.28 0.05
C -0.96 0.98 -0.43
C -0.38 -0.24 -1.42
C 1.18 -0.16 -1.94
C -1.40 -1.50 -1.81
O -1.41 -2.06 -3.03
C -2.43 -1.95 -0.57
C -2.96 -0.84 0.31
C -2.54 0.76 0.07
O -3.41 1.78 0.23
H 4.89 -1.89 -0.58
H 4.98 -0.15 0.19
H 3.24 -1.04 -0.11
H 3.78 -0.94 -2.59
H 3.74 1.42 -3.15
H 4.30 1.89 -1.39
H 2.22 3.20 -0.17
H -0.57 3.09 0.73
H 1.57 -1.04 -2.60
H -2.73 -3.06 -0.34
H -3.66 -1.15 1.21
C 2.50 2.51 4.42
C 3.60 3.11 3.56
O 3.05 3.76 2.40
C 2.59 5.03 2.37
C 2.36 5.75 3.66
O 2.30 5.56 1.30
H 1.82 3.28 4.79
H 2.92 1.98 5.27
H 1.89 1.82 3.83
H 4.24 3.79 4.12
H 4.24 2.31 3.19
H 1.32 5.61 3.97
H 2.56 6.81 3.51
H 3.03 5.43 4.47
C -0.29 -2.51 -5.73
C 0.43 -1.79 -6.86
O 1.75 -2.32 -7.05
C 2.04 -3.40 -7.82
C 0.92 -4.28 -8.28
O 3.21 -3.68 -8.07
H -0.43 -3.57 -5.97
H -1.27 -2.07 -5.55
H 0.30 -2.47 -4.81
H -0.14 -1.79 -7.79
H 0.56 -0.73 -6.57
H 0.79 -5.10 -7.56
H 1.18 -4.69 -9.26
H -0.03 -3.76 -8.41
C -4.32 -0.57 6.62
C -4.87 0.01 5.33
O -4.39 -0.73 4.19
C -4.95 -1.86 3.71
C -5.97 -2.57 4.55
O -4.59 -2.33 2.64
H -4.65 -1.60 6.77
H -4.64 0.03 7.48
H -3.22 -0.59 6.59
H -5.96 0.07 5.33
H -4.50 1.03 5.21
H -5.47 -3.34 5.14
H -6.70 -3.05 3.88
H -6.54 -1.91 5.20
```

frontier orbital gap	7.31	eV
highest occupied orbital energy	-8.546	eV
SMILES	CNCc1ccc2c(c1)C(=O)C=CC2=O.CCOC(C)=O.CCOC(C)=O.CCOC(C)=O

***

[3]
DFT (ωB97M-V with the def2-TZVPD basis set) results for a structure of composition C27H20N3O6PRu.

```
58
Properties=species:S:1:pos:R:3
Ru -0.14 -1.70 -0.97
O 5.83 0.05 2.34
N 4.92 -0.19 3.10
O 4.99 -0.15 4.31
C 3.60 -0.55 2.51
C 2.59 -0.73 3.39
C 1.28 -1.08 2.96
C 0.19 -1.28 3.83
C -1.03 -1.61 3.30
C -1.16 -1.75 1.92
N -0.16 -1.56 1.08
C 1.05 -1.22 1.59
C 2.12 -1.01 0.66
N 1.78 -1.15 -0.65
C 2.72 -1.06 -1.58
C 4.04 -0.78 -1.24
C 4.40 -0.59 0.07
C 3.42 -0.70 1.08
H 2.80 -0.61 4.45
H 0.33 -1.17 4.90
H -1.89 -1.77 3.93
H -2.11 -2.03 1.47
H 2.40 -1.20 -2.60
H 4.78 -0.72 -2.03
H 5.42 -0.36 0.32
O -0.91 -3.40 -4.65
C -0.73 -2.89 -3.61
O 0.04 -2.12 -3.01
C -2.11 -3.50 -2.26
O -2.92 -4.17 -2.78
O -1.82 -2.96 -1.18
C 0.50 1.35 -2.34
P -0.61 0.43 -1.23
C -2.24 0.84 -1.93
C -3.10 -0.14 -2.41
C -4.32 0.22 -2.98
C -4.67 1.55 -3.07
C -3.82 2.54 -2.60
C -2.60 2.18 -2.03
C -0.57 1.39 0.32
C 0.62 1.96 0.76
C 0.68 2.60 1.99
C -0.45 2.69 2.78
C -1.65 2.14 2.34
C -1.71 1.49 1.12
H 0.19 2.39 -2.42
H 0.44 0.89 -3.33
H 1.53 1.32 -2.00
H -2.84 -1.18 -2.33
H -4.98 -0.55 -3.35
H -5.62 1.83 -3.52
H -4.09 3.58 -2.67
H -1.95 2.96 -1.65
H 1.51 1.91 0.14
H 1.61 3.05 2.32
H -0.41 3.20 3.73
H -2.54 2.22 2.95
H -2.65 1.07 0.78
```

<S²>	0.754
net charge	+1
frontier orbital gap (spin up / spin down)	6.87 / 7.60	eV
2S+1	2
highest occupied orbital energy (spin up / spin down)	-11.176 / -11.915	eV

***

[4]
DFT (ωB97M-V with the def2-TZVPD basis set) results for a cluster of 2 separate species, C3H10S in total.

```
14
Properties=species:S:1:pos:R:3
S -3.63 3.94 0.40
H -4.30 2.83 -0.01
H -2.76 3.16 1.05
C 0.46 0.26 -0.15
C 1.01 -1.02 -0.75
C 1.48 -2.00 0.33
H -0.48 0.11 0.40
H 1.16 0.68 0.58
H 0.14 1.04 -0.86
H 0.24 -1.47 -1.36
H 1.87 -0.81 -1.37
H 1.61 -2.96 -0.15
H 0.77 -2.07 1.15
H 2.44 -1.69 0.74
```

<S²>	0.753
net charge	+1
frontier orbital gap (spin up / spin down)	8.34 / 2.78	eV
relative energy (zero: lowest compared OMol25 entry of this formula, charge and spin)	170.5	kJ/mol
2S+1	2
highest occupied orbital energy (spin up / spin down)	-13.703 / -13.702	eV

***

[5]
DFT (ωB97M-V with the def2-TZVPD basis set) results for the molecule C5H7NO at a distorted geometry.

```
14
Properties=species:S:1:pos:R:3
C 1.19 0.60 1.39
C -0.06 0.34 0.54
C -0.89 -0.68 1.20
N -1.50 -1.50 1.74
C 0.31 -0.08 -0.89
C -0.89 -0.33 -1.78
O -2.03 -0.25 -1.41
H 0.92 0.92 2.40
H 1.80 1.39 0.93
H 1.80 -0.30 1.46
H -0.66 1.25 0.49
H 0.93 0.69 -1.35
H 0.93 -0.99 -0.88
H -0.66 -0.57 -2.83
```

frontier orbital gap	11.00	eV
relative energy (zero: lowest compared OMol25 entry of this formula, charge and spin)	74.1	kJ/mol
highest occupied orbital energy	-10.275	eV
SMILES	C[C@H](C#N)CC=O

***

[6]
DFT (ωB97M-V with the def2-TZVPD basis set) results for a structure of composition C40H44Cl2MnN3SbSi at a distorted geometry.

```
92
Properties=species:S:1:pos:R:3
Mn 0.57 0.18 0.67
Cl 1.41 1.67 4.00
C 2.97 1.52 3.28
C 4.07 2.05 3.92
C 5.32 1.94 3.34
C 5.47 1.31 2.11
C 4.37 0.81 1.45
Cl 4.54 0.04 -0.09
C 3.07 0.89 2.01
N 2.02 0.43 1.35
H 3.94 2.55 4.87
H 6.18 2.33 3.85
H 6.44 1.23 1.65
C -2.85 5.62 2.31
C -2.80 5.27 0.97
C -1.88 4.33 0.54
C -0.99 3.73 1.43
C -1.06 4.08 2.78
C -1.98 5.03 3.21
Si 0.29 2.48 0.72
C 1.68 3.64 0.09
C 2.00 3.76 -1.27
C 2.99 4.62 -1.69
C 3.71 5.36 -0.77
C 3.44 5.23 0.59
C 2.43 4.38 1.01
H -3.56 6.36 2.65
H -3.48 5.73 0.27
H -1.84 4.07 -0.50
H -0.40 3.63 3.50
H -2.02 5.29 4.25
H 0.24 0.37 -0.82
H 1.45 3.18 -2.00
H 3.21 4.72 -2.74
H 4.48 6.03 -1.10
H 4.00 5.80 1.31
H 2.22 4.29 2.07
C -2.70 -1.09 -5.02
C -3.79 -0.68 -4.04
C -4.87 0.11 -4.76
Sb -2.78 0.39 -2.36
C -2.67 2.36 -3.40
C -3.70 3.38 -2.95
C -1.26 2.90 -3.26
C -4.40 0.51 -0.80
C -3.93 1.43 0.32
C -5.79 0.88 -1.28
H -3.13 -1.65 -5.85
H -1.95 -1.72 -4.54
H -2.19 -0.22 -5.43
H -4.23 -1.56 -3.59
H -4.46 1.00 -5.25
H -5.65 0.43 -4.08
H -5.32 -0.51 -5.53
H -2.85 2.11 -4.45
H -3.64 3.55 -1.88
H -4.70 3.05 -3.21
H -3.51 4.33 -3.45
H -1.01 3.08 -2.21
H -1.15 3.84 -3.80
H -0.54 2.19 -3.66
H -4.43 -0.52 -0.43
H -4.06 2.47 0.04
H -2.88 1.26 0.55
H -4.51 1.25 1.22
H -5.80 1.87 -1.73
H -6.48 0.89 -0.44
H -6.16 0.16 -2.00
N 3.57 -5.49 1.15
C 2.71 -4.81 0.82
C 1.62 -4.01 0.40
C 0.48 -4.63 -0.13
C -0.53 -3.81 -0.60
C -0.40 -2.44 -0.48
N 0.66 -1.84 0.10
C 1.66 -2.62 0.50
H 0.41 -5.70 -0.17
H -1.42 -4.22 -1.05
H -1.17 -1.78 -0.86
H 2.53 -2.15 0.94
C -0.85 -0.18 1.55
C -1.83 -0.66 2.43
C -1.81 -0.32 3.79
C -2.72 -0.87 4.67
C -3.66 -1.79 4.21
C -3.71 -2.12 2.86
C -2.82 -1.56 1.97
H -1.05 0.37 4.14
H -2.69 -0.61 5.71
H -4.34 -2.25 4.91
H -4.46 -2.82 2.52
H -2.86 -1.82 0.93
```

net charge	+1
frontier orbital gap (spin up / spin down)	6.21 / 6.23	eV
highest occupied orbital energy (spin up / spin down)	-10.037 / -10.037	eV

***

[7]
DFT (ωB97M-V with the def2-TZVPD basis set) results for the molecule C4H11N3 at a distorted geometry.

```
18
Properties=species:S:1:pos:R:3
H -2.44 1.87 -0.29
N -1.83 1.32 0.32
C -0.77 0.91 -0.26
C -0.40 1.13 -1.70
N 0.16 0.25 0.49
C -0.06 0.04 1.90
N 1.24 -0.37 -0.17
C 0.87 -1.83 -0.27
H -0.32 0.17 -2.23
H -1.13 1.76 -2.18
H 0.58 1.62 -1.76
H 0.89 0.07 2.45
H -0.72 0.83 2.24
H -0.54 -0.93 2.09
H 2.08 -0.25 0.38
H 0.77 -2.39 0.68
H 1.66 -2.29 -0.85
H -0.06 -1.91 -0.83
```

frontier orbital gap	9.36	eV
relative energy (zero: lowest compared OMol25 entry of this formula, charge and spin)	204.5	kJ/mol
highest occupied orbital energy	-8.345	eV
SMILES	[H]/N=C(\C)N(C)NC

***

[8]
DFT (ωB97M-V with the def2-TZVPD basis set) results for a cluster of 2 separate species, CH4F2N2 in total at a distorted geometry.

```
9
Properties=species:S:1:pos:R:3
N 0.48 -0.39 1.13
C 1.31 0.31 0.63
F 2.63 0.29 0.59
F 0.93 1.30 -0.16
H 0.67 -1.13 1.84
N -1.58 -0.27 -1.18
H -1.07 -0.80 -0.55
H -2.35 0.18 -0.77
H -1.02 0.50 -1.53
```

frontier orbital gap	10.30	eV
relative energy (zero: lowest compared OMol25 entry of this formula, charge and spin)	115.5	kJ/mol
highest occupied orbital energy	-9.553	eV
SMILES	N=C(F)F.N

***

[9]
DFT (ωB97M-V with the def2-TZVPD basis set) results for a structure of composition C23H19AlF6N2O2PSTe at a distorted geometry.

```
56
Properties=species:S:1:pos:R:3
Al 1.22 -0.34 0.20
O 1.56 0.91 3.50
S 2.09 0.85 2.18
O 2.23 -0.56 1.64
N 0.95 1.30 1.06
C 0.17 2.42 1.15
C 0.58 3.55 1.84
C -0.17 4.72 1.78
C -1.31 4.79 1.01
C -1.81 3.64 0.36
C -2.95 3.65 -0.47
C -3.36 2.48 -1.05
C -2.70 1.29 -0.72
N -1.61 1.26 0.02
C -1.11 2.41 0.50
C 3.61 1.70 1.92
C 4.38 2.12 2.99
C 5.60 2.74 2.72
C 6.02 2.92 1.41
C 5.22 2.51 0.35
C 4.00 1.89 0.61
H 1.51 3.52 2.38
H 0.18 5.60 2.30
H -1.84 5.72 0.89
H -3.47 4.58 -0.65
H -4.20 2.45 -1.73
H -3.08 0.33 -1.06
H 4.05 1.97 4.00
H 6.23 3.08 3.54
H 6.98 3.36 1.21
H 5.54 2.66 -0.67
H 3.36 1.56 -0.20
F 0.45 0.15 -1.43
P 1.50 -0.75 -2.57
F 2.62 -1.58 -3.21
F 0.45 -0.65 -3.68
F 2.50 -0.71 -0.93
F 2.18 0.63 -2.78
F 0.82 -1.98 -1.82
C -1.25 -3.09 1.98
Te -1.20 -1.18 0.87
C -1.41 -0.39 2.88
C -1.89 -1.48 3.78
C -2.43 -1.21 5.02
C -2.91 -2.24 5.82
C -2.86 -3.56 5.37
C -2.36 -3.84 4.11
C -1.86 -2.82 3.31
H -0.20 -3.40 2.09
H -1.78 -3.88 1.45
H -2.12 0.44 2.87
H -0.45 0.00 3.22
H -2.51 -0.19 5.37
H -3.35 -2.02 6.78
H -3.20 -4.36 6.01
H -2.34 -4.86 3.76
```

<S²>	0.766
net charge	+2
frontier orbital gap (spin up / spin down)	7.64 / 3.35	eV
relative energy (zero: lowest compared OMol25 entry of this formula, charge and spin)	102.6	kJ/mol
2S+1	2
highest occupied orbital energy (spin up / spin down)	-13.547 / -13.542	eV

***

[10]
DFT (ωB97M-V with the def2-TZVPD basis set) results for a structure of composition C6H15AsBF4O3 at a distorted geometry.

```
30
Properties=species:S:1:pos:R:3
O 0.64 3.37 1.02
B -0.39 2.40 0.66
O -1.69 2.91 0.32
As 0.13 0.38 0.60
C 1.37 0.84 -0.95
C 2.62 -0.15 -1.14
C 3.33 -0.60 0.19
F 4.25 0.39 0.71
C -1.35 -0.07 -0.73
C -2.59 -0.87 -0.09
O -3.47 -1.22 -1.21
C -2.17 -2.25 0.57
F -1.18 -2.92 -0.12
F -1.81 -2.14 1.90
F -3.31 -3.10 0.56
H 0.90 3.15 1.94
H -2.29 2.76 1.07
H 0.53 -1.15 0.57
H -0.85 0.18 1.82
H 1.28 0.65 1.63
H 0.74 0.75 -1.90
H 1.73 1.92 -0.94
H 2.36 -1.04 -1.79
H 3.40 0.44 -1.74
H 4.00 -1.49 -0.09
H 2.65 -0.97 1.00
H -0.91 -0.80 -1.49
H -1.71 0.81 -1.33
H -3.20 -0.21 0.59
H -3.01 -1.97 -1.63
```

net charge	-1
frontier orbital gap	6.22	eV
relative energy (zero: lowest compared OMol25 entry of this formula, charge and spin)	172.2	kJ/mol
highest occupied orbital energy	-3.097	eV

***

[11]
DFT (ωB97M-V with the def2-TZVPD basis set) results for a cluster of 2 separate species, BH3O2 in total at a distorted geometry.

```
6
Properties=species:S:1:pos:R:3
B 0.04 0.04 0.08
O 1.21 0.53 0.17
O -0.21 -1.27 0.17
H -1.58 1.33 -0.38
H 1.53 1.17 -0.39
H -1.00 -1.80 0.35
```

frontier orbital gap	9.34	eV
relative energy (zero: lowest compared OMol25 entry of this formula, charge and spin)	309.3	kJ/mol
highest occupied orbital energy	-8.834	eV

***

[12]
DFT (ωB97M-V with the def2-TZVPD basis set) results for a cluster of 2 separate species, C4H5N2OS in total at a distorted geometry.

```
13
Properties=species:S:1:pos:R:3
C -0.82 0.16 -0.14
C 3.15 -0.38 -0.15
C -0.14 2.50 0.07
C -1.22 -1.09 -0.37
N -0.49 1.30 -0.01
N -1.91 -1.89 0.43
O 2.05 -0.60 -0.47
S 4.60 -0.11 0.29
H -0.36 3.06 0.96
H 0.37 2.97 -0.75
H -0.93 -1.48 -1.35
H -2.15 -2.82 0.13
H -2.16 -1.61 1.37
```

<S²>	2.007
net charge	+1
frontier orbital gap (spin up / spin down)	6.74 / 6.65	eV
relative energy (zero: lowest compared OMol25 entry of this formula, charge and spin)	0.0	kJ/mol
2S+1	3
highest occupied orbital energy (spin up / spin down)	-11.053 / -13.631	eV

***

[13]
DFT (ωB97M-V with the def2-TZVPD basis set) results for a cluster of 2 separate species, C2H4BrNS in total at a distorted geometry.

```
9
Properties=species:S:1:pos:R:3
C 2.46 0.74 -0.10
C 0.05 0.46 -0.60
N 1.31 0.87 -0.13
S 0.24 -1.71 1.89
Br 3.68 0.70 1.26
H 0.25 -0.55 -0.92
H -0.62 0.28 0.19
H -0.38 1.17 -1.40
H -0.46 -2.14 2.93
```

frontier orbital gap (spin up / spin down)	10.14 / 4.21	eV
relative energy (zero: lowest compared OMol25 entry of this formula, charge and spin)	374.1	kJ/mol
highest occupied orbital energy (spin up / spin down)	-10.156 / -6.903	eV

***

[14]
DFT (ωB97M-V with the def2-TZVPD basis set) results for a cluster of 2 separate species, HI3P2 in total at a distorted geometry.

```
6
Properties=species:S:1:pos:R:3
P 1.13 0.04 -0.14
P 2.23 1.34 1.29
I 1.51 -2.18 0.69
I 5.05 -0.55 -0.53
I 1.19 3.35 0.41
H -0.05 -0.07 0.39
```

frontier orbital gap (spin up / spin down)	4.74 / 4.73	eV
relative energy (zero: lowest compared OMol25 entry of this formula, charge and spin)	291.0	kJ/mol
highest occupied orbital energy (spin up / spin down)	-8.493 / -8.492	eV